50
Properties=species:S:1:pos:R:3:nbo_charge:R:1 method="wB97M-V/def2-TZVPD" e_tot_ev=-75260.3397 e_homo_ev=-8.41 mol_weight_g_mol=390.68 e_above_lowest_kj_mol=530.1 total_charge=0
C 1.2622 4.0497 -1.4579 -0.842
S 0.5192 2.8107 -0.2169 1.303
O 0.4852 3.5637 1.0751 -0.994
C -1.1588 3.0097 -0.7379 -0.854
H 1.1782 5.0747 -1.0579 0.239
H 1.0502 3.9637 -2.5239 0.221
H 2.3952 3.7907 -1.4969 0.219
H -1.5108 2.2157 -1.4749 0.239
H -1.4978 3.9597 -1.0379 0.231
H -1.7348 2.7457 0.1411 0.235
C 0.6322 1.0757 -6.4869 -0.829
S -0.3468 1.3677 -5.0979 1.254
O -1.2788 0.1497 -5.1179 -0.980
C 0.9282 0.8017 -3.9789 -0.878
H 0.1912 1.1607 -7.4389 0.244
H 0.9882 0.1857 -6.4369 0.223
H 1.3032 1.8537 -6.6749 0.227
H 1.2492 -0.1993 -4.0149 0.248
H 0.5662 0.6637 -3.0119 0.266
H 1.8482 1.4157 -3.8109 0.225
C 5.0952 -3.7753 1.2681 -0.850
S 3.6412 -4.6893 1.1051 1.265
O 2.6842 -3.6683 0.5541 -0.993
C 4.3922 -5.4863 -0.3719 -0.840
H 5.6072 -3.3723 0.4461 0.237
H 5.7532 -4.4173 1.7411 0.222
H 4.9872 -3.0483 2.1321 0.238
H 4.5012 -4.6963 -1.2019 0.253
H 3.5562 -6.1753 -0.6479 0.230
H 5.3922 -6.1553 -0.0409 0.238
C -4.6888 -0.3243 3.6931 -0.890
S -5.8328 0.5957 4.5561 1.262
O -5.6068 0.2477 6.0341 -0.986
C -5.0778 2.2087 4.4071 -0.781
H -4.7628 -1.3573 3.6341 0.255
H -3.6448 -0.1423 3.7671 0.241
H -4.6778 -0.0333 2.6731 0.234
H -5.4078 2.8937 4.8911 0.208
H -5.2298 2.3447 3.3001 0.213
H -4.0758 2.3117 4.9021 0.245
C -1.6618 -0.4453 1.2551 -0.866
S -0.2418 -1.0483 0.4671 1.265
O 0.2042 0.0527 -0.4519 -1.009
C 0.7712 -1.1563 1.9701 -0.837
H -1.2578 0.5207 1.7091 0.231
H -2.1208 -1.1513 1.9351 0.236
H -2.3388 -0.0643 0.5221 0.245
H 0.6772 -0.1823 2.5191 0.232
H 1.7752 -1.2413 1.6541 0.253
H 0.5202 -2.2053 2.4371 0.251